DFT (wB97M-V/def2-TZVPD) results for C15H50F3N22O13Ti as an isolated structure at a distorted geometry.

The energy above the lowest of the compared OMol25 structures with the same formula, charge and spin is 154.8 kcal per mole. The total charge is 0. The value obtained for the gap between HOMO and LUMO (alpha / beta) is 3.391 / 8.400 eV. Its HOMO energy (alpha / beta) is -0.1425 / -0.3306 Ha. The LUMO energy (alpha / beta) is -0.487 / -0.597 eV. Its expectation value of S² is 3.752. Its spin multiplicity is 4.

Geometry (Å):
Ti 28.9692 -9.3328 1.1219
C 31.9729 -8.7135 2.4320
O 31.7799 -9.0667 1.0609
O 30.7300 -9.0596 2.9964
C 33.2793 -9.4875 2.9368
F 33.1816 -9.8136 4.2659
F 33.4655 -10.6477 2.2792
F 34.3978 -8.7786 2.8646
C 32.5480 -8.4308 0.0376
C 32.4603 -9.0690 -1.3049
H 32.8534 -8.4766 -2.1311
H 32.9695 -10.0327 -1.2970
H 31.4113 -9.3445 -1.4132
H 33.6105 -8.4600 0.2794
H 32.0292 -7.4774 -0.0613
H 32.1039 -7.6323 2.3869
C 29.5930 -5.8651 0.2222
O 29.5588 -7.0615 0.0773
N 29.3682 -5.2054 1.3546
N 30.0323 -4.9955 -0.6584
H 29.8594 -4.3423 1.5387
H 29.0608 -5.6851 2.1886
H 30.1144 -4.0583 -0.2909
H 30.7510 -5.3051 -1.2968
C 30.0705 -11.4335 5.7771
O 29.9344 -12.0096 6.8524
N 31.1326 -11.5398 5.0464
N 29.1529 -10.7829 5.0993
H 31.1006 -10.8222 4.3364
H 31.8509 -11.5677 5.7559
H 28.1644 -10.9609 5.2061
H 29.3826 -10.1644 4.3345
C 26.6019 -11.1680 2.5013
O 27.7524 -11.1428 2.1857
N 25.8082 -12.1790 2.2991
N 25.8564 -10.2052 2.8362
H 26.0656 -12.8953 1.6352
H 24.9454 -12.2849 2.8135
H 24.8717 -10.2254 3.0598
H 26.2182 -9.2915 2.6029
C 29.4139 -8.9658 -4.2011
O 29.0103 -8.2214 -5.0215
N 29.7236 -8.6142 -2.9649
N 29.3880 -10.2595 -4.2555
H 29.4358 -7.7886 -2.4593
H 29.9238 -9.4310 -2.4055
H 29.6464 -10.5665 -5.1824
H 29.6520 -10.8108 -3.4515
C 27.4603 -7.1255 3.2394
O 27.4223 -7.9865 2.3717
N 28.5187 -6.7499 3.9181
N 26.4527 -6.4036 3.6029
H 28.3394 -6.1245 4.6906
H 29.3274 -7.3519 3.8576
H 25.6758 -6.8079 3.0999
H 26.3910 -5.9814 4.5183
C 26.8907 -10.1837 -1.5160
O 27.5215 -9.4280 -0.7717
N 27.2976 -11.2927 -2.1281
N 25.6593 -10.1572 -1.6262
H 28.3014 -11.4034 -2.1438
H 26.7082 -11.5741 -2.8985
H 25.2956 -9.3140 -1.2058
H 25.1060 -11.0001 -1.6845
C 32.4621 -4.3440 4.1547
O 33.5107 -4.1701 3.5948
N 31.3675 -5.0888 3.8286
N 32.3049 -3.9105 5.3854
H 31.5037 -5.6673 3.0120
H 30.4544 -4.9786 4.2461
H 32.9405 -3.2331 5.7820
H 31.5301 -4.2392 5.9437
C 25.7712 -6.3626 -2.7560
O 25.0741 -5.4495 -3.1483
N 26.2891 -6.4982 -1.5759
N 26.4601 -7.1179 -3.6041
H 26.0365 -5.7730 -0.9198
H 26.7024 -7.3832 -1.3189
H 26.4534 -6.9244 -4.5953
H 26.9337 -7.8992 -3.1734
C 31.1169 -14.4233 2.6386
O 30.8336 -15.2941 1.8427
N 30.3291 -13.7467 3.4254
N 32.2967 -13.9082 2.6268
H 29.3364 -13.9277 3.3820
H 30.5526 -12.8378 3.8048
H 32.5157 -13.1398 3.2447
H 32.9463 -14.1373 1.8880
C 30.3549 -12.4476 -0.7813
O 29.9426 -11.6655 -1.5911
N 31.3691 -12.1780 -0.0240
N 29.7854 -13.4944 -0.4009
H 31.9768 -11.4029 -0.2473
H 31.6240 -12.8147 0.7175
H 30.4501 -14.1394 0.0019
H 29.1077 -13.8117 -1.0792
C 23.2546 -7.3248 2.0079
O 23.3703 -6.5284 2.8964
N 22.4522 -8.3559 2.0946
N 24.1122 -7.6164 1.0217
H 22.5932 -9.0511 1.3756
H 21.7878 -8.3468 2.8553
H 23.9867 -8.3972 0.3935
H 24.8131 -6.8892 1.0280

Atomic partial charges in e from the Mulliken method, atoms 1 to 4: 0.849, 0.215, 0.414, -0.512

***

DFT (wB97M-V/def2-TZVPD) results for C15H50MnO15 as an isolated structure at a distorted geometry.

The energy above the lowest of the compared OMol25 structures with the same formula, charge and spin is 0.0 kcal per mole. The total charge is 0. The value obtained for the gap between HOMO and LUMO (alpha / beta) is 8.583 / 9.543 eV. Its HOMO energy (alpha / beta) is -0.3065 / -0.3418 Ha. The LUMO energy (alpha / beta) is 0.244 / 0.242 eV. Its expectation value of S² is 8.752. Its spin multiplicity is 6.

Geometry (Å):
Mn 0.0678 0.3276 0.1524
C 4.1606 0.1270 -0.1370
C 2.6260 0.2259 -0.1042
O 2.1057 1.2100 0.4396
O 1.8601 -0.6293 -0.6021
H 4.5188 -0.0165 0.8824
H 4.6896 1.0132 -0.4875
H 4.5113 -0.7577 -0.6683
C -3.4043 -1.4218 -1.1398
C -2.0512 -0.8319 -0.7562
O -0.9694 -1.2407 -1.2552
O -2.0556 0.1204 0.0484
H -3.7056 -1.0542 -2.1208
H -4.1522 -1.2469 -0.3665
H -3.3565 -2.5076 -1.2231
C 3.9624 3.7800 -0.9853
O 3.6155 3.6486 0.4071
H 4.9769 4.1381 -1.1606
H 3.9387 2.8111 -1.4840
H 3.2461 4.4522 -1.4577
H 3.0322 2.8863 0.4212
C 0.4680 -1.0989 -4.4141
O -0.8525 -0.8002 -4.0710
H 0.7233 -0.8495 -5.4440
H 1.1347 -0.6266 -3.6926
H 0.6413 -2.1747 -4.3882
H -0.9866 -0.9205 -3.1281
C -0.0373 1.8914 4.7754
O -1.2831 1.5554 4.2452
H 0.6292 2.2965 4.0140
H -0.0397 2.6991 5.5074
H 0.5272 1.0785 5.2321
H -1.8472 1.3965 5.0056
C 0.8841 -1.1322 2.8946
O 0.0385 -1.0722 1.7863
H 1.6494 -1.9082 2.9072
H 1.4167 -0.1879 3.0070
H 0.3886 -1.2317 3.8604
H -0.5408 -1.8207 1.9468
C 3.2333 1.3331 -4.2357
O 2.0742 1.7904 -3.5412
H 2.8526 1.0015 -5.2017
H 3.8597 2.1929 -4.4734
H 3.8678 0.6009 -3.7363
H 1.7598 2.5799 -3.9878
C -2.8564 -2.1014 2.9439
O -1.9595 -2.9327 2.2750
H -3.5634 -2.7696 3.4354
H -2.3611 -1.5181 3.7201
H -3.3917 -1.3830 2.3231
H -2.0398 -3.8344 2.5947
C -1.8501 -4.8222 -1.5938
O -0.7083 -4.0558 -1.8912
H -1.5532 -5.8659 -1.6976
H -2.1561 -4.7246 -0.5522
H -2.7282 -4.6016 -2.2007
H -0.9133 -3.1503 -1.6469
C -0.4227 3.1626 1.1815
O -0.4709 1.8080 1.5987
H -0.1762 3.7791 2.0460
H 0.3388 3.4394 0.4525
H -1.4203 3.4000 0.8119
H -0.9126 1.7967 2.4510
C -3.8739 2.5712 1.8478
O -4.3152 1.2616 1.5311
H -4.6556 3.0360 2.4486
H -2.9309 2.6678 2.3859
H -3.7977 3.1947 0.9569
H -3.6242 0.8036 1.0471
C -1.0502 2.2656 -2.0921
O 0.0442 1.5578 -1.5384
H -1.2297 1.7770 -3.0498
H -1.9400 2.2556 -1.4626
H -0.9372 3.3386 -2.2472
H 0.7957 1.6718 -2.1248
C 1.2654 -4.2471 0.4779
O 2.2103 -3.2314 0.7032
H 1.4390 -5.0798 1.1595
H 0.2353 -3.9772 0.7107
H 1.3607 -4.6917 -0.5127
H 1.9711 -2.4269 0.2372

Atomic partial charges in e from the Mulliken method, atoms 1 to 4: 0.706, -1.503, 0.957, -0.528

***

DFT (wB97M-V/def2-TZVPD) results for a 11-piece molecular cluster, C15H51B2F3N21O14PS overall at a distorted geometry.

Its structure (SMILES) is CCB(O)[PH](COC(F)(F)F)(N=C=S)B(O)O.NC(N)=O.NC(N)=O.NC(N)=O.NC(N)=O.NC(N)=O.NC(N)=O.NC(N)=O.NC(N)=O.NC(N)=O.NC(N)=O. The total charge is 0. The value obtained for the gap between HOMO and LUMO is 8.940 eV. Its HOMO energy is -0.3307 Ha. The LUMO energy is -0.059 eV.

Geometry (Å):
C 0.3663 0.8090 4.2885
C -0.1448 2.2780 3.9781
B -1.6022 2.5221 4.6040
O -1.8454 2.4562 5.9825
P -3.1200 2.9020 3.4404
C -3.1459 1.0015 3.0048
O -4.4211 0.5755 2.4455
C -4.7646 -0.6873 2.7846
F -3.7418 -1.5529 2.8897
F -5.5681 -0.7021 3.9039
F -5.5734 -1.1753 1.7769
N -3.1526 4.7051 3.9824
C -4.2722 4.9806 4.2698
S -5.8564 5.2591 4.4384
B -2.6841 3.4114 1.6250
O -3.0789 2.7381 0.4756
O -1.8585 4.5509 1.4527
H 0.2615 0.5976 5.3873
H -0.2144 0.0751 3.6832
H 1.4498 0.6898 4.0634
H -0.1572 2.4050 2.8624
H 0.5444 3.0539 4.4133
H -2.7089 2.0090 6.0661
H -4.4323 2.7510 3.9814
H -2.2902 0.7118 2.3337
H -2.9477 0.4788 3.9848
H -4.0254 2.5144 0.4874
H -0.9503 4.1915 1.5334
C -9.0971 0.7885 2.7377
O -10.1599 1.3347 2.9964
N -8.8826 0.1193 1.5712
N -8.0392 0.8012 3.5895
H -8.0185 -0.3357 1.3401
H -9.6424 0.0874 0.9148
H -8.1578 1.2855 4.4619
H -7.1602 0.3579 3.3917
C 1.0818 0.5454 0.7131
O 0.9939 0.0383 1.8254
N 0.1968 0.2691 -0.2889
N 2.0601 1.4219 0.3807
H 0.2499 0.6722 -1.2057
H -0.5434 -0.3770 -0.0817
H 2.7318 1.6490 1.0923
H 2.1516 1.8460 -0.5260
C -14.4612 1.3056 2.9428
O -15.6544 1.3645 2.6917
N -13.5562 2.1804 2.4283
N -13.9280 0.3557 3.7627
H -12.5695 2.1446 2.6253
H -13.9064 2.8969 1.8184
H -14.5622 -0.3110 4.1644
H -12.9496 0.2925 3.9796
C 4.8592 0.7467 -1.9041
O 4.0153 1.6276 -1.7696
N 5.1789 -0.1133 -0.9046
N 5.5422 0.5606 -3.0670
H 5.8627 -0.8392 -0.9910
H 4.6945 -0.0081 -0.0312
H 5.3317 1.1822 -3.8339
H 6.2331 -0.1535 -3.1959
C 4.9457 -3.0183 1.3919
O 4.8988 -1.8359 1.0729
N 5.8046 -3.4952 2.3249
N 4.1321 -3.9571 0.8296
H 5.8538 -4.4642 2.5970
H 6.4229 -2.8320 2.7639
H 3.4803 -3.6416 0.1333
H 4.1522 -4.9292 1.0746
C 3.5001 2.3481 -6.1793
O 4.5011 2.1544 -5.5066
N 3.5571 2.8142 -7.4648
N 2.2499 2.1194 -5.7147
H 2.7483 2.9808 -8.0338
H 4.4690 2.9970 -7.8461
H 2.1688 1.7770 -4.7726
H 1.4098 2.2716 -6.2545
C -1.3385 1.6178 -7.2933
O -0.3345 1.4257 -6.6193
N -1.2865 2.0753 -8.5734
N -2.5898 1.3887 -6.8173
H -2.0971 2.2382 -9.1408
H -0.3776 2.2547 -8.9600
H -2.6667 1.0496 -5.8747
H -3.4256 1.5382 -7.3506
C 6.2338 -7.0946 4.4279
O 6.3167 -6.1070 3.7144
N 6.8584 -7.1776 5.6322
N 5.5105 -8.1941 4.0785
H 6.8050 -7.9772 6.2345
H 7.4019 -6.3834 5.9219
H 5.0352 -8.1682 3.1943
H 5.4303 -9.0138 4.6502
C 3.3247 -1.3178 -9.0756
O 3.2494 -2.3731 -9.6810
N 3.5788 -0.1301 -9.6975
N 3.1629 -1.2291 -7.7271
H 3.6443 0.7480 -9.2160
H 3.7055 -0.1522 -10.6935
H 2.9747 -2.0819 -7.2315
H 3.2217 -0.3686 -7.2123
C 9.1333 -2.1064 1.3635
O 9.0332 -2.6055 2.4725
N 8.2595 -2.3797 0.3557
N 10.1280 -1.2321 1.0400
H 8.3228 -1.9802 -0.5612
H 7.5116 -3.0214 0.5606
H 10.7912 -1.0065 1.7597
H 10.2282 -0.8105 0.1361

Atomic partial charges in e from the Mulliken method, atoms 1 to 4: -1.161, 0.265, 0.474, -0.483

***

DFT (wB97M-V/def2-TZVPD) results for a 18-piece molecular cluster, C15H51Cl3I2NO19 overall at a distorted geometry.

The energy above the lowest of the compared OMol25 structures with the same formula, charge and spin is 45.2 kcal per mole. The total charge is +1. The value obtained for the gap between HOMO and LUMO is 7.744 eV. Its HOMO energy is -0.4430 Ha. The LUMO energy is -4.312 eV.

Geometry (Å):
C 6.6343 -0.9104 2.3147
C 6.3573 -1.8423 1.1011
O 7.2757 -2.1914 0.4160
O 5.0473 -2.2702 0.7489
C 4.6872 -1.4038 -0.3646
C 3.1478 -1.6259 -0.7375
C 2.3853 -0.4092 -0.1081
N 2.7113 0.8314 -0.6698
C 2.1551 1.9693 -0.2078
C 1.1390 1.9457 0.9666
C 0.6305 3.3694 1.4248
I -1.1477 4.3514 0.6758
C 1.4164 4.0080 2.3466
C 1.1467 5.4304 2.9160
I 3.2244 3.0502 3.0934
C 0.7694 0.6857 1.5681
C -0.2540 0.6844 2.7461
Cl -1.5972 -0.5373 2.5154
C 0.4006 0.6329 4.1743
C 0.7779 -0.7987 4.6982
Cl -0.7796 1.4231 5.3347
C 1.4233 -0.5377 0.9967
Cl 1.0935 -2.1510 1.6321
H 6.0361 -1.1714 3.2240
H 7.7187 -0.9610 2.5831
H 6.4241 0.1698 2.0720
H 4.8355 -0.3503 0.0207
H 5.3682 -1.5178 -1.2436
H 3.1173 -1.5412 -1.8592
H 2.7721 -2.6054 -0.3678
H 3.4032 0.9007 -1.4221
H 2.4586 2.9321 -0.6653
H 1.8472 6.1409 2.3902
H 0.0827 5.7588 2.8317
H 1.4248 5.4334 4.0009
H -0.7805 1.6777 2.6823
H 1.3353 1.2570 4.2099
H 0.1572 -1.6295 4.2914
H 1.8714 -1.0198 4.5823
H 0.5936 -0.7890 5.8102
O 3.3846 2.9188 -2.6832
H 3.1118 3.8470 -2.6456
H 3.3297 2.6996 -3.6203
O -2.1461 0.7676 8.7288
H -2.1064 -0.1882 8.6116
H -1.9664 1.1202 7.8501
O -0.9100 7.4605 -0.9236
H -1.2361 7.4410 -1.8298
H -1.0654 6.5628 -0.6043
O -2.6219 5.1176 3.9498
H -2.9521 5.0938 3.0434
H -2.7723 4.2230 4.2774
O -0.8695 -3.2139 -1.0845
H -0.6529 -2.9779 -0.1764
H -1.6670 -3.7615 -1.0036
O 4.1633 5.7502 -3.3358
H 4.7381 6.3212 -2.8132
H 4.2975 6.0503 -4.2422
O -2.9047 6.0993 -2.4973
H -3.6872 6.0368 -1.9347
H -3.2630 6.1130 -3.3945
O -2.4341 -5.5537 -1.2354
H -2.7406 -5.5692 -2.1552
H -2.5912 -6.4529 -0.9209
O -4.7207 -5.4202 -3.1196
H -5.1392 -5.1509 -3.9506
H -5.0624 -4.7926 -2.4704
O 3.5994 -1.2453 -4.0451
H 3.6220 -2.2028 -4.1634
H 3.7874 -0.8961 -4.9240
O -0.8176 -8.1397 -0.6678
H -0.2364 -7.5905 -0.1295
H -0.6682 -7.8253 -1.5672
O -5.9193 -6.0360 -0.6874
H -6.0543 -6.7421 -1.3298
H -5.0203 -6.1784 -0.3703
O -5.7009 -5.8374 -5.9452
H -5.6748 -6.7882 -6.0802
H -5.5000 -5.4758 -6.8136
O -3.6111 8.8960 -2.6290
H -3.1293 8.0583 -2.5919
H -3.3057 9.3778 -1.8516
O -6.0724 -7.6746 -7.8623
H -6.3755 -7.6885 -8.7774
H -6.2311 -8.5738 -7.5506
O -4.5610 -2.2612 3.6849
H -4.4812 -1.9999 4.6093
H -3.9525 -1.6754 3.2215
O -0.3829 0.8342 -1.3508
H -0.5265 0.1111 -1.9743
H 0.5107 0.7231 -1.0342

Atomic partial charges in e from the Mulliken method, atoms 1 to 4: -0.830, 0.709, -0.496, -0.339

***

DFT (wB97M-V/def2-TZVPD) results for C15H51GaO11PS as an isolated structure.

The total charge is -1. The value obtained for the gap between HOMO and LUMO is 5.914 eV. Its HOMO energy is -0.1435 Ha. The LUMO energy is 2.009 eV.

Geometry (Å):
C 0.3289 -1.5570 2.4246
C 0.8526 -1.1673 3.7959
P 0.6763 0.6004 4.3196
C -1.1231 0.8739 4.7613
C -1.9859 -0.3905 4.8848
Ga 1.0870 2.0144 2.5075
C 1.0868 3.9121 3.2147
O 2.4062 4.4545 3.1054
C 2.4837 5.8631 3.0893
S -0.7004 2.0736 0.9351
C -0.7042 0.7139 -0.2470
O -2.0247 2.1009 1.5631
O -0.4491 3.2516 0.0737
H -0.7533 -1.5336 2.3732
H 0.6358 -2.5769 2.1916
H 0.7752 -0.9225 1.6710
H 0.4431 -1.8448 4.5354
H 1.9217 -1.3440 3.8064
H -1.5766 1.5154 4.0157
H -1.1303 1.4236 5.6902
H -2.7201 -0.3847 4.0909
H -2.5526 -0.3291 5.8074
H -1.4277 -1.3155 4.9139
H 2.3971 1.6858 1.6727
H 0.3582 4.5262 2.6909
H 0.7942 3.8915 4.2642
H 2.8090 6.2007 2.1072
H 1.5232 6.3235 3.3088
H 3.1894 6.1908 3.8500
H -1.6547 0.1989 -0.1949
H 0.1420 0.0648 -0.0802
H -0.5920 1.1591 -1.2253
C 1.7853 0.1673 -3.7100
O 1.8863 0.6974 -2.3903
H 1.8063 -0.9134 -3.6413
H 0.8524 0.4783 -4.1806
H 2.6249 0.4940 -4.3277
H 1.8637 1.6589 -2.4544
C 1.9958 -3.4368 -2.1036
O 2.1697 -2.9835 -0.7692
H 1.9686 -4.5245 -2.0726
H 1.0602 -3.0717 -2.5351
H 2.8313 -3.1185 -2.7347
H 2.1969 -2.0171 -0.7811
C -5.8744 -0.8520 5.1519
O -5.4208 0.4219 5.6034
H -5.1791 -1.6040 5.5117
H -6.8749 -1.0578 5.5478
H -5.8948 -0.8881 4.0601
H -6.0368 1.0826 5.2694
C 5.3807 -5.1584 -2.0308
O 5.0629 -5.2959 -0.6527
H 6.0396 -5.9792 -2.3037
H 4.4779 -5.2138 -2.6458
H 5.8955 -4.2139 -2.2267
H 4.4728 -4.5722 -0.4065
C -3.4600 -2.7974 1.9023
O -3.7148 -3.0257 3.2851
H -2.9623 -1.8344 1.8237
H -2.8054 -3.5671 1.4843
H -4.3888 -2.7623 1.3251
H -4.1560 -3.8778 3.3708
C 1.0949 2.0765 -7.6302
O 0.7540 1.9715 -6.2531
H 1.7845 1.2661 -7.8564
H 0.2141 1.9781 -8.2708
H 1.5927 3.0246 -7.8483
H 0.1482 2.6908 -6.0397
C 1.8738 -3.0161 -6.4716
O 2.4370 -1.7420 -6.1876
H 2.6060 -3.7640 -6.1783
H 0.9551 -3.1830 -5.9021
H 1.6608 -3.1338 -7.5380
H 1.7921 -1.0681 -6.4330
C -3.4947 4.3230 -1.6534
O -2.1718 3.9817 -2.0124
H -3.8887 4.9867 -2.4239
H -4.1416 3.4405 -1.5906
H -3.5223 4.8443 -0.6914
H -1.8125 3.4150 -1.3054

Atomic partial charges in e from the Mulliken method, atoms 1 to 4: 0.052, -1.256, -0.203, -0.552